(1)
A structure of composition C5H12IrO3 in a non-equilibrium geometry, computed with ωB97M-V/def2-TZVPD.

## Properties
multiplicity: 6
lowest unoccupied orbital energy (alpha / beta): -6.75 / -12.74 eV
energy above the lowest of the compared OMol25 structures with the same formula, charge and spin: 0.00 kcal/mol
total charge: +2
⟨S²⟩: 8.758
gap between HOMO and LUMO (alpha / beta): 8.60 / 5.46 eV
total energy: -526.77189 Eh
max |F|: 6.40 eV/Å

Last column: natural (NBO) charge in e.
Atoms and positions in Å:
C 1.48891 -2.62075 -0.27016  -0.68
C 1.48595 -1.13751 -0.52670  0.37
O 2.28059 -0.43844 0.45121  -0.80
Ir 4.04315 0.19036 0.35446  0.85
H 1.81542 -2.82955 0.75784  0.25
H 2.16518 -3.12000 -0.97373  0.26
H 0.47261 -3.00969 -0.40483  0.27
H 1.94163 -0.86776 -1.49230  0.19
O 0.16958 -0.64064 -0.40647  -0.52
H 1.65685 -0.13480 1.16704  0.53
C -3.06645 1.37428 1.02244  -0.33
O -2.10369 0.66108 0.28780  0.01
C -0.97222 1.42801 -0.03203  -0.16
C -0.06169 0.65058 -0.94672  -0.11
H -3.89401 0.68992 1.24200  0.27
H -2.64740 1.74901 1.97207  0.29
H -3.45260 2.23277 0.44567  0.30
H -0.42515 1.71394 0.88516  0.27
H -1.26961 2.35890 -0.54910  0.29
H 0.89425 1.18992 -1.03881  0.21
H -0.52129 0.56036 -1.94483  0.24

Force components x, y, z for each atom (eV/Å):
C 0.0321 -0.3018 0.1201
C -1.4986 -0.6463 -1.2652
O -5.4710 -0.5782 1.8299
Ir 6.0747 1.9950 -0.3000
H -0.1307 -0.0373 -0.2902
H -0.1697 0.0230 0.2558
H 0.3244 0.0382 -0.0235
H -0.2282 0.0081 0.1801
O 0.6569 -0.1475 0.2431
H 0.5935 -0.6430 -0.4120
C -1.4684 -0.8559 0.5912
O -0.1261 0.9400 0.4025
C 1.1760 0.0964 -0.8776
C 0.3286 -0.2477 -0.6832
H 0.3016 0.1184 -0.1516
H 0.2455 0.1240 -0.2461
H 0.3328 0.0442 -0.0786
H -0.5547 -0.0344 0.1419
H -0.2134 -0.0573 0.3987
H -0.4112 0.1750 -0.0989
H 0.2056 -0.0130 0.2635

=====

(2)
The ion C10H18N2P with charge +1 in a non-equilibrium geometry, computed with ωB97M-V/def2-TZVPD.

## Properties
lowest unoccupied orbital energy: -3.33 eV
energy above the lowest of the compared OMol25 structures with the same formula, charge and spin: 6.33 kcal/mol
total charge: +1
gap between HOMO and LUMO: 6.79 eV
total energy: -842.26822 Eh
max |F|: 4.49 eV/Å
SMILES: C1=NC=[P@H]2CCC[C@H]2C[C@H]1[C@H]1C[NH2+]1

Last column: natural (NBO) charge in e.
Atoms and positions in Å:
C 1.32299 1.75264 -0.62427  -0.04
C -3.41731 -0.85542 -0.19765  -0.42
C -1.96311 -1.27049 -0.61272  -0.39
C 0.38652 -0.64832 -0.47761  -0.38
C 4.10717 0.58496 0.00186  -0.18
C -3.41032 0.60116 0.35473  -0.67
C 1.47635 0.30815 -0.01826  -0.32
C -0.94189 -0.57781 0.23804  -0.55
C 2.82001 -0.14462 -0.31296  -0.01
C -0.97891 1.99357 -0.74220  -0.69
N 0.28852 2.26409 -1.02062  -0.34
N 3.62021 -0.58912 0.90104  -0.58
P -1.61658 1.07999 0.53013  1.27
H 2.15614 2.24709 -1.16032  0.18
H -4.16740 -0.99447 -1.04010  0.24
H -3.79082 -1.63546 0.53981  0.22
H -1.82005 -2.29487 -0.54120  0.22
H -1.79581 -0.96010 -1.74773  0.21
H 0.10713 -0.40574 -1.52348  0.24
H 0.81398 -1.56125 -0.45514  0.20
H 5.13239 0.36766 -0.36966  0.26
H 4.07494 1.44544 0.65769  0.24
H -3.86168 1.32464 -0.38210  0.27
H -3.69802 0.70347 1.36905  0.24
H 1.28563 0.24261 1.04557  0.20
H -0.89128 -1.31045 1.10053  0.23
H 2.93180 -0.78090 -1.16735  0.25
H -1.65514 2.78205 -1.09831  0.23
H 4.02600 -1.57904 0.86136  0.47
H 3.03771 -0.20515 1.72050  0.45
H -1.36261 1.17073 1.87245  -0.07

Force components x, y, z for each atom (eV/Å):
C 3.6912 -1.8172 -0.2572
C -0.5432 -1.4797 -0.0204
C -1.6659 2.5631 -3.2920
C -0.9805 3.5242 -2.0947
C -0.0490 -1.1546 1.7348
C 1.4085 0.5790 -1.6888
C -1.6815 2.2957 0.2741
C 0.4430 -2.0092 1.5931
C 2.8851 -0.1805 -0.1995
C -2.3565 1.3515 -0.3414
N -2.3578 2.0373 -0.5386
N -1.0178 -0.4323 -0.0479
P -0.3322 -2.2251 -1.4640
H 0.6534 -0.9278 0.8597
H 1.1468 0.4920 0.8164
H 0.4664 1.2953 -0.3471
H 0.0871 -2.0450 -0.1161
H -0.3933 -0.6144 2.2046
H 0.6462 -0.2116 0.2524
H 0.8780 -3.5120 0.0556
H -1.2531 0.1492 -0.4493
H -0.1296 0.3833 -0.4673
H 0.1625 -0.6393 1.1612
H -1.2901 0.1079 0.7504
H 0.5012 0.7089 0.9325
H 0.0143 1.4535 0.0391
H 0.0458 -0.6040 -0.2208
H -0.0808 -0.4093 0.1849
H -0.6378 2.1015 0.5680
H 1.6975 -1.5737 -1.0723
H 0.0418 0.7933 1.1905

=====

(3)
A cluster of 2 separate species, H6N2 in total in a non-equilibrium geometry, computed with ωB97M-V/def2-TZVPD.

## Properties
lowest unoccupied orbital energy: 1.02 eV
energy above the lowest of the compared OMol25 structures with the same formula, charge and spin: 29.68 kcal/mol
gap between HOMO and LUMO: 11.04 eV
total energy: -113.05692 Eh
max |F|: 2.70 eV/Å
SMILES: N.N

Last column: natural (NBO) charge in e.
Atoms and positions in Å:
N 0.50181 0.16104 -1.25004  -1.06
H 1.41818 -0.29126 -1.17062  0.36
H -0.20157 -0.54862 -1.02140  0.33
H 0.45637 0.87343 -0.51448  0.38
N -0.46279 0.22124 1.04460  -1.07
H -0.60121 0.06145 0.04163  0.34
H -1.34501 -0.01707 1.50883  0.36
H 0.23423 -0.46021 1.36148  0.36

Force components x, y, z for each atom (eV/Å):
N 1.0568 -0.0209 -1.3037
H -0.4527 0.1656 -0.1847
H 0.9510 -0.0701 -1.1418
H 0.6059 -0.1588 -0.9329
N -1.3604 -0.5298 1.0786
H -0.8772 0.1227 2.5499
H 0.4420 0.2136 0.1286
H -0.3654 0.2779 -0.1940

=====

(4)
A cluster of 2 separate species, C4H7O2 in total in a non-equilibrium geometry, computed with ωB97M-V/def2-TZVPD.

## Properties
lowest unoccupied orbital energy (alpha / beta): -4.88 / -4.88 eV
energy above the lowest of the compared OMol25 structures with the same formula, charge and spin: 118.18 kcal/mol
total charge: +1
gap between HOMO and LUMO (alpha / beta): 8.74 / 8.74 eV
total energy: -306.60479 Eh
max |F|: 5.20 eV/Å

Last column: natural (NBO) charge in e.
Atoms and positions in Å:
C 2.19069 -0.36744 -0.09049  -0.41
C -0.75013 1.51943 -0.31446  0.16
C 0.99145 0.15487 0.07181  0.34
C -0.77946 -1.26659 0.22285  -0.09
O -1.65610 -0.27387 -0.03488  -0.60
O 0.21199 1.11843 0.48386  -0.37
H 2.85952 0.32257 -0.49984  0.24
H 2.39405 -1.38159 0.01519  0.26
H -1.35835 2.41361 0.10407  0.25
H -0.61304 1.40005 -1.42410  0.23
H -0.67544 -1.42083 1.30243  0.21
H -0.54901 -2.07290 -0.56057  0.25
H -2.26616 -0.14573 0.72414  0.54

Force components x, y, z for each atom (eV/Å):
C -2.1260 2.6067 -0.2041
C -0.3934 1.3893 0.0803
C -2.1451 -4.5045 1.4532
C 2.7820 0.8752 0.1513
O -1.5527 -0.4669 -0.4118
O 0.9811 1.8205 -1.4880
H 1.8884 0.8037 -0.0374
H 0.1192 -1.5629 -0.2430
H 0.9079 -2.0180 -0.6184
H -0.2823 -0.0417 1.3105
H 0.0428 -0.6433 -0.5859
H -0.6597 1.6560 1.1805
H 0.4380 0.0860 -0.5873

=====

(5)
A cluster of 2 separate species, C4H8N4O2 in total in a non-equilibrium geometry, computed with ωB97M-V/def2-TZVPD.

## Properties
lowest unoccupied orbital energy: -0.22 eV
energy above the lowest of the compared OMol25 structures with the same formula, charge and spin: 156.86 kcal/mol
gap between HOMO and LUMO: 9.32 eV
total energy: -526.48179 Eh
max |F|: 6.32 eV/Å

Last column: natural (NBO) charge in e.
Atoms and positions in Å:
C 1.67573 -0.38230 -0.21093  -0.08
C 1.44684 0.80065 0.38511  -0.17
C 2.44965 -1.52569 0.13154  -0.68
C -3.11568 0.59430 -0.26865  -0.43
N -0.53450 -1.75429 0.49939  -0.19
N -1.32627 -0.96937 0.39927  0.30
N -2.15542 -0.15015 0.43982  -0.31
N 0.63425 1.85615 -0.22247  0.52
O 0.39469 2.80151 0.51066  -0.38
O 0.14615 1.68187 -1.32303  -0.40
H 1.31009 -0.37885 -1.21099  0.22
H 1.56853 0.94165 1.43313  0.22
H 1.77893 -2.51726 0.32399  0.27
H 2.96218 -1.60808 1.16021  0.23
H 3.13531 -1.75575 -0.61993  0.24
H -2.79336 1.54260 -0.77724  0.23
H -3.61932 -0.00544 -1.01344  0.20
H -3.95782 0.82845 0.36355  0.22

Force components x, y, z for each atom (eV/Å):
C -0.8223 3.1403 -0.6569
C 0.0414 -1.6108 0.1842
C -0.7390 -4.2285 4.6383
C -0.8985 0.5252 -1.7938
N 0.9357 -1.3213 0.0913
N -0.2036 -0.4227 -1.0261
N -0.8693 2.0687 2.0337
N -0.5428 -0.7673 0.7588
O 0.2191 0.0629 -0.4288
O 0.2550 0.1989 -0.2298
H -0.3216 -0.2079 -0.8905
H 0.4591 0.5726 0.4687
H 1.1272 2.3541 -1.1720
H -0.4466 1.0680 -1.5233
H 1.1591 -0.4323 -1.2162
H 0.3175 -0.9281 0.6914
H 0.1753 -0.3880 -0.6809
H 0.1541 0.3162 0.7517

=====

(6)
A cluster of 2 separate species, C23H49BClN4O6S2 in total in a non-equilibrium geometry, computed with ωB97M-V/def2-TZVPD.

## Properties
lowest unoccupied orbital energy: 1.88 eV
energy above the lowest of the compared OMol25 structures with the same formula, charge and spin: 130.13 kcal/mol
total charge: -1
gap between HOMO and LUMO: 6.05 eV
total energy: -2857.37095 Eh
max |F|: 8.51 eV/Å

Last column: Löwdin charge in e.
Atoms and positions in Å:
C 0.04448 -5.41571 1.04005  -0.21
N -0.68170 -4.16174 1.47344  -0.15
C -0.65592 -3.08673 0.36649  -0.14
B -0.66189 -1.57025 1.00166  -0.95
C -1.71041 -1.49842 2.26410  -0.09
C -3.28608 -1.80633 1.80286  -0.19
C -4.14536 -0.45145 1.46549  -0.20
C -5.15226 0.03921 2.68083  -0.16
C -6.62661 0.51358 2.05491  -0.19
O -6.49815 1.64632 1.09688  -0.14
C -7.57899 1.55909 0.06680  -0.28
C -7.31217 0.85411 -1.42415  -0.03
O -8.81891 2.04742 0.25335  -0.05
O 0.77651 -1.30739 1.20018  -0.07
C 1.23902 -0.12505 0.39864  -0.18
C 1.70746 0.89236 1.58410  -0.13
C 2.47386 2.26670 1.05488  -0.25
C 3.97338 2.38047 1.78623  -0.53
S 4.65433 4.15206 1.56838  0.54
C -0.04548 0.28638 -0.59058  -0.30
C 0.34084 -0.58150 -1.92415  -0.14
C -0.74294 -0.63367 -3.12446  -0.65
C -0.29081 0.29536 -4.43845  -0.17
Cl -2.48221 -0.18334 -2.73554  0.53
C -0.22451 1.82845 -1.07028  -0.03
C -1.00963 2.84064 -0.06895  -0.55
N -2.42048 3.05954 -0.64383  0.02
N -0.39643 4.25533 -0.00530  0.02
N -1.18588 2.39623 1.35563  0.06
O -1.08200 -0.41613 0.17803  -0.05
H 1.02192 -5.23769 0.42065  0.06
H -0.70359 -6.02373 0.34377  0.08
H 0.37794 -6.05214 1.99312  0.08
H -0.07901 -3.76856 2.25760  0.10
H -1.52102 -3.24235 -0.40701  0.11
H 0.40837 -3.22698 -0.15327  0.10
H -1.49337 -2.27318 3.13089  0.09
H -1.74498 -0.43605 2.79466  0.10
H -3.33894 -2.48292 0.82282  0.11
H -3.84176 -2.45254 2.63866  0.10
H -3.51448 0.46283 1.09812  0.10
H -4.86515 -0.73590 0.55660  0.10
H -5.31256 -0.76571 3.51650  0.11
H -4.67464 1.01702 3.15178  0.11
H -7.18172 -0.37090 1.49346  0.14
H -7.26024 0.91501 2.97163  0.13
H -6.32928 0.18855 -1.34351  0.09
H -7.13242 1.68049 -2.26519  0.10
H -8.21396 0.20225 -1.78922  0.09
H 2.18924 -0.60953 -0.13693  0.14
H 2.54685 0.30908 2.20356  0.11
H 0.86575 1.12370 2.39880  0.13
H 1.81138 3.21734 1.21836  0.08
H 2.72498 2.05782 -0.09239  0.10
H 3.96644 2.03226 2.90310  0.08
H 4.70266 1.70631 1.12458  0.05
H 3.53435 4.97678 1.27119  -0.14
H 0.66589 -1.70689 -1.69313  0.13
H 1.33053 -0.07959 -2.36608  0.12
H -0.75675 -1.75135 -3.54354  0.11
H -0.45060 -0.27064 -5.45706  0.07
H 0.80542 0.70072 -4.34993  0.07
H -0.99789 1.25421 -4.37756  0.06
H 0.87359 2.27404 -1.22048  0.12
H -0.73184 1.96582 -2.14306  0.10
H -2.32549 3.42643 -1.61855  0.06
H -2.78268 3.88334 -0.08452  0.08
H -0.90348 4.86572 -0.68846  0.06
H 0.59473 4.24604 -0.33419  0.05
H -0.96334 3.15346 2.05633  0.08
H -2.21823 2.20419 1.48300  0.07
C 7.53058 -1.69395 -0.44975  -0.23
C 7.66266 -1.00196 -1.80559  -0.23
C 6.26398 -0.91430 -2.41395  -0.23
S 5.12354 -0.86512 -1.03967  0.67
O 4.32362 -2.07168 -1.06153  -0.31
O 4.53272 0.45571 -0.95730  -0.33
C 6.35175 -1.02518 0.24153  -0.23
H 8.44632 -1.60584 0.14210  0.12
H 7.32357 -2.76058 -0.59767  0.12
H 8.06641 0.00764 -1.66198  0.12
H 8.34866 -1.53837 -2.46859  0.11
H 6.14393 -0.01144 -3.01806  0.11
H 6.03275 -1.79815 -3.01479  0.11
H 5.95202 -1.61031 1.07148  0.12
H 6.61379 -0.01878 0.58146  0.11

Force components x, y, z for each atom (eV/Å):
C -0.2968 -0.7481 -0.1024
N 2.0321 0.1504 -0.3113
C 0.5001 -1.4690 -1.1107
B 0.0923 0.3612 0.0498
C -1.8765 -0.1029 2.2253
C 0.0545 -0.2106 -0.2924
C -1.2223 -0.5457 -0.3064
C 0.0887 1.2789 -1.2248
C -0.0483 -0.7683 1.4780
O -2.6998 -1.3133 -2.2907
C -5.3385 1.8716 0.3825
C 1.3724 0.0328 0.3900
O 8.0000 -2.8572 -0.5360
O 1.0855 2.2459 -0.7891
C 0.4395 -1.2367 2.3498
C 1.1859 0.3358 0.6531
C 0.5812 -1.3580 -0.1311
C -1.0162 -0.4551 -1.3065
S -0.9831 -0.1177 -0.0006
C 1.1029 -3.3953 0.7210
C 0.7433 0.0294 -0.6277
C 1.7220 -1.0410 -2.0452
C -0.7823 0.8861 0.6850
Cl 1.0431 -0.4201 -0.0312
C 0.6329 0.8170 0.1653
C -1.1060 1.2071 -0.1654
N 1.0204 1.1236 0.6025
N 0.5675 -0.5883 -1.3723
N -1.1769 0.7423 -0.1451
O 0.0269 2.4807 -2.8583
H -1.5989 -0.0738 0.9462
H 1.6776 0.9838 1.5227
H -0.9933 1.1912 -2.0215
H -1.0969 -0.4369 -1.3380
H 1.4821 -0.2021 1.2713
H -2.1948 0.3017 0.4705
H -0.3017 1.4546 -1.6219
H 0.2087 -1.9478 -1.0585
H 0.3984 1.4483 2.1153
H 1.0120 1.5280 -1.6784
H -0.9390 -2.0281 0.7134
H 1.4541 0.6736 1.7865
H 0.1775 1.5056 -1.6984
H -1.1062 -2.0580 -0.6738
H 1.2263 1.6489 1.3756
H 0.9619 -0.9586 -2.0117
H -2.1461 1.4684 -0.2531
H -0.3477 -1.6208 2.1588
H 1.6187 1.3947 1.1740
H -1.9601 1.7825 0.6781
H -1.8096 0.9515 -1.4229
H 1.6183 -0.5419 -2.2763
H 1.4305 -1.7360 -0.3270
H -0.6281 0.8909 2.4337
H -0.0249 0.9039 -2.1354
H -1.6026 1.4589 1.6887
H 1.0280 -1.4980 0.4704
H -0.9602 2.6158 -0.0202
H -2.0709 -0.9781 0.7919
H -0.2679 2.4612 1.1505
H 0.2698 1.1791 2.0768
H -2.0047 -1.0688 -0.1597
H 1.5461 -2.0492 -0.5037
H -2.2629 -1.1453 0.4114
H 0.9662 -0.7148 2.4236
H -0.0423 -0.5724 0.9615
H 0.3219 -1.2515 -0.7727
H 0.6616 -0.8888 0.7961
H -1.0236 -0.0778 0.4034
H -0.1577 -0.8221 -1.5895
H 1.6978 -0.1143 -0.2326
C 0.1513 -0.2175 0.0232
C 0.3479 0.1066 -0.0821
C 0.3828 0.0375 -0.6465
S -0.6413 0.0550 0.2396
O 0.2383 0.6520 -0.0687
O 0.0489 -0.5974 -0.1500
C 0.3722 -0.0898 0.4405
H -0.1342 -0.0317 -0.0653
H 0.0065 0.1299 0.0718
H -0.0619 -0.1360 -0.0059
H -0.1033 0.1040 0.0764
H -0.1911 -0.1813 0.1280
H -0.1079 0.1303 0.1666
H -0.1645 0.1411 -0.1529
H -0.1061 -0.0958 -0.0547